Computed, not measured: a 8-piece molecular cluster, H16O8 overall in a non-equilibrium geometry, with ωB97M-V with the def2-TZVPD basis set.

The gap between HOMO and LUMO comes out at 10.1 eV. As for the structure (SMILES): O.O.O.O.O.O.O.O. The multiplicity is 1.

Positions of all 24 atoms, in Å:
O  0.2358  -1.7622  -2.9921
H  -0.2062  -1.8182  -2.2141
H  1.1628  -1.5692  -2.7811
O  -0.1172  -0.7012  -0.4461
H  -0.6502  -0.2522  0.2469
H  0.6658  -0.8792  0.0759
O  2.2358  -1.4072  0.3869
H  3.0128  -1.9842  0.2439
H  1.9318  -1.5702  1.2609
O  -1.9032  1.9378  -0.5261
H  -1.9902  2.6668  0.0709
H  -1.2362  2.1678  -1.1781
O  3.7518  0.6838  1.1929
H  3.3138  -0.1632  1.1649
H  4.1268  0.7278  2.0859
O  -4.1092  -0.1002  1.2249
H  -3.1852  -0.2632  1.4009
H  -4.1512  -0.0282  0.2699
O  0.1918  1.2988  -2.2791
H  0.0358  0.5378  -1.7161
H  0.8158  1.7658  -1.7041
O  -1.4592  0.0138  1.8109
H  -1.2892  0.9548  1.7209
H  -1.1842  -0.2552  2.6809

---

Computed, not measured: a 8-piece molecular cluster, H16O8 overall in a non-equilibrium geometry, with ωB97M-V with the def2-TZVPD basis set.

The expectation value of S² is 0.756. The gap between HOMO and LUMO (spin up / spin down) comes out at 12.2 / 2.3 eV. The multiplicity is 2. The net charge is +1.

Positions of all 24 atoms, in Å:
O  1.2305  -1.9262  2.4120
H  0.6981  -1.4941  1.7441
H  0.5947  -2.3473  2.9904
O  1.2464  3.7046  -0.1004
H  0.3669  3.9521  0.1850
H  1.4329  2.8937  0.3729
O  -1.9626  -0.1434  2.5954
H  -1.9853  -1.0864  2.7582
H  -1.4490  -0.0507  1.7930
O  0.2894  2.1569  -3.1880
H  0.2733  1.6877  -2.3538
H  1.0461  2.7393  -3.1213
O  -0.0318  -0.5147  0.4239
H  0.7936  -0.0302  0.4116
H  -0.2954  -0.5631  -0.4950
O  -1.6439  -3.0805  -0.7499
H  -1.1406  -3.8494  -1.0177
H  -2.4018  -3.0742  -1.3345
O  -0.9963  -0.6463  -2.3428
H  -1.9091  -0.3930  -2.4801
H  -1.0435  -1.5417  -2.0079
O  1.9724  1.2408  0.9528
H  2.0467  1.2643  1.9068
H  2.8683  1.1021  0.6456

---

Computed, not measured: H17O9 as an isolated structure in a non-equilibrium geometry, with ωB97M-V with the def2-TZVPD basis set.

The gap between HOMO and LUMO comes out at 9.4 eV. The multiplicity is 1. The net charge is -1.

Positions of all 26 atoms, in Å:
O  -0.2092  -3.0688  -1.9759
H  -0.0694  -2.9918  -1.0128
H  -0.6907  -2.4365  -2.3215
O  -1.3623  3.0202  -1.6655
H  -1.4329  2.0476  -1.6290
O  0.3022  2.2199  3.0778
H  0.8446  1.4450  2.9757
H  -0.4882  1.8923  3.6801
O  -0.9773  0.5933  -0.4233
H  -1.5633  0.7774  0.1194
H  0.0697  -0.0127  0.2002
O  -1.4389  -1.4026  2.5483
H  -0.5381  -1.3756  2.0925
H  -1.8911  -1.7164  1.8462
O  -2.6130  -1.2161  -1.1389
H  -2.2982  -1.4179  -0.2812
H  -1.9730  -0.4463  -1.2229
O  1.0860  0.0320  0.8833
H  1.5092  0.8715  0.6964
H  -1.4860  3.3400  -0.7753
O  2.2016  1.7627  -0.8904
H  2.5409  0.8193  -0.7288
H  1.2003  1.6650  -0.7852
O  3.1440  -1.8391  -0.6721
H  2.9721  -1.3090  0.0909
H  2.2299  -1.9634  -0.8917

---

Computed, not measured: a 9-piece molecular cluster, H17O9 overall in a non-equilibrium geometry, with ωB97M-V with the def2-TZVPD basis set.

The expectation value of S² is 0.755. The gap between HOMO and LUMO (spin up / spin down) comes out at 10.1 / 5.2 eV. The multiplicity is 2.

Positions of all 26 atoms, in Å:
O  -0.2759  2.8908  -1.4379
H  -0.5910  2.0624  -1.2623
H  -0.0935  2.7794  -2.4001
O  1.3572  -3.0910  1.2564
H  1.5876  -3.7681  0.6957
O  0.1180  -0.6238  3.2389
H  0.7636  -1.4022  3.1843
H  0.4773  0.0425  2.5604
O  -1.2561  -2.4758  1.7597
H  -1.1130  -2.2172  0.8635
H  -1.0712  -1.7952  2.4505
O  -0.4162  3.9465  1.1883
H  -0.7180  3.1570  1.5955
H  -0.2875  3.6583  0.2584
O  2.5042  0.9393  1.5712
H  2.7439  1.8322  1.3320
H  1.9128  0.7315  0.8423
O  -1.5347  0.5730  -1.3691
H  -2.3642  0.8631  -1.1173
H  0.7903  -2.4795  0.7228
O  -0.1016  -2.0885  -1.7210
H  -0.3497  -1.3264  -2.2104
H  -0.6990  -2.7781  -2.0316
O  -0.6231  0.1409  -3.7213
H  0.3553  0.0604  -3.5414
H  -1.1156  0.3688  -2.7078

---

Computed, not measured: H17O9Y as an isolated structure in a non-equilibrium geometry, with ωB97M-V with the def2-TZVPD basis set.

The gap between HOMO and LUMO comes out at 8.7 eV. The multiplicity is 1. The net charge is +2.

Positions of all 27 atoms, in Å:
Y  -22.4063  -23.3048  -6.4412
O  -20.8814  -21.8464  -5.6801
H  -20.8562  -20.8761  -5.5683
O  -22.7932  -25.3880  -8.0209
H  -23.1214  -25.4784  -8.9156
H  -23.0136  -26.2186  -7.5993
O  -24.0310  -21.8941  -5.3014
H  -24.9494  -22.1595  -5.3502
H  -24.0308  -21.1372  -4.7154
O  -20.5767  -24.7474  -6.4010
H  -19.8569  -24.7228  -5.7705
H  -20.2778  -25.3488  -7.0831
O  -24.4178  -24.6033  -5.6876
H  -24.5283  -25.5397  -5.5230
H  -25.3102  -24.2676  -5.7723
O  -21.1556  -22.9369  -8.5104
H  -21.6082  -22.5942  -9.2811
H  -20.2257  -22.8380  -8.7145
O  -22.8164  -20.9488  -7.4879
H  -23.3040  -20.2352  -7.0764
H  -22.3069  -20.5245  -8.1783
O  -22.0880  -24.0765  -4.2128
H  -21.2416  -24.2379  -3.7961
H  -22.7225  -24.1366  -3.4986
O  -24.3353  -22.9511  -8.1981
H  -25.0849  -23.5051  -8.4158
H  -24.5557  -22.0944  -8.5639

---

Computed, not measured: H18KrO9 as an isolated structure in a non-equilibrium geometry, with ωB97M-V with the def2-TZVPD basis set.

The gap between HOMO and LUMO comes out at 10.1 eV. The multiplicity is 1.

Positions of all 28 atoms, in Å:
Kr  -0.9084  -0.2502  0.4428
O  -4.7762  -0.6062  -1.0272
H  -4.7528  -1.2843  -0.3519
H  -3.9044  -0.6305  -1.4218
O  -2.2455  -0.9038  -2.7050
H  -1.4953  -1.2847  -2.2485
H  -1.8928  -0.1278  -3.1404
O  1.3413  1.8552  3.1236
H  1.1854  0.9497  3.3921
H  1.7503  2.2646  3.8860
O  -1.4234  -2.1426  4.1741
H  -2.2459  -1.9210  3.7375
H  -1.2200  -3.0266  3.8684
O  2.4467  -2.4744  -0.4373
H  2.5836  -1.7594  0.1841
H  3.3292  -2.7691  -0.6623
O  0.6294  2.8656  -2.0518
H  1.0717  2.0420  -1.8464
H  1.1641  3.2597  -2.7410
O  2.1652  0.4693  -0.8690
H  2.7560  0.8809  -0.2384
H  2.7455  0.0238  -1.4862
O  -0.6400  3.6839  1.8987
H  -0.1750  4.0866  1.1654
H  -0.2000  2.8440  2.0297
O  0.6068  -2.2448  -2.3323
H  1.1508  -2.3178  -1.5481
H  0.9538  -1.4821  -2.7949